1.
The following is a quantum chemistry calculation of 9 unconnected molecules or ions with the total composition C25H64N3O11 in a non-equilibrium geometry, from the Open Molecules 2025 dataset.

- DFT total energy (eV) = -53951.933
- HOMO-LUMO gap (eV) = 8.58
- charge = -1
- lowest unoccupied orbital energy (eV) = 2.570

```
103
C25H64N3O11, DFT the ωB97M-V functional and the def2-TZVPD basis
H -1.5663 -0.0653 5.9019
C 3.5493 -0.9484 1.1654
H 0.0633 5.5607 1.2289
H 2.6388 0.0623 -0.2415
H 0.1592 -3.4350 4.8837
O -1.1930 0.5686 3.4895
H 4.0145 1.4245 -4.3909
H 0.1058 2.0224 0.4099
H -1.0295 5.8816 -1.9947
H 2.1206 1.7132 -2.2866
O 3.5179 0.0304 0.1612
C -2.4114 2.7627 -0.0583
H -1.8131 -1.2331 -3.2202
H 1.5170 0.7164 6.1223
C 0.5311 5.2143 0.3077
H 0.8881 4.3047 -2.2461
H 1.7759 -3.6931 4.2013
O -0.0742 -0.2716 -3.0835
H 1.5412 -6.1605 -2.2151
H -3.3452 5.3516 -2.1996
H 2.9048 -0.7257 2.0246
H -1.0751 -1.7624 6.0040
C -1.9943 -2.2621 3.2695
C -1.4479 5.3552 -1.1329
C 0.7694 -5.4392 -1.9387
H -3.2275 2.9108 1.9505
C -3.1081 2.1634 1.1657
H 0.2312 -3.5930 2.3338
C 1.0595 0.7852 5.1291
H 1.6476 -1.8491 5.9904
C -1.2119 1.1183 -6.1134
C 3.1739 1.0287 -3.8268
H 0.2476 -0.7930 1.0510
H -2.5328 1.3188 1.5409
C -0.7111 -0.7322 5.9894
C 0.4656 -2.6754 2.8777
C -0.7327 -1.2007 1.3106
H 1.8632 0.9412 4.4085
C -2.6668 4.6485 -1.7052
H 3.3233 -1.9602 0.8128
H -3.7506 -2.8571 -1.9683
C -0.4422 4.3594 -0.5285
O -0.7894 1.7726 -4.9270
H -1.4437 0.9569 -0.7405
H -1.4235 -0.4023 1.0425
N -0.2491 -0.4833 3.5487
H -4.2109 3.2487 -1.1410
H 1.6075 -3.0722 -0.7957
O 2.0022 -3.9086 -0.5035
C -0.6824 -1.6596 2.7695
H -0.6577 1.0967 -4.2432
H 4.2152 -4.0058 -4.0826
H -3.1352 1.0022 -1.1608
O 2.8309 2.0125 -2.8682
H 0.0650 -4.4327 -0.1060
H -2.3544 3.9916 -2.5268
H -2.5465 -1.8152 -1.1296
H 0.8802 6.0493 -0.2975
H 0.7113 -4.6605 -2.6989
H 1.3908 4.6093 0.6036
O 0.8526 0.3265 -1.2232
H 2.2838 -2.2944 -2.8825
H -0.8421 1.1875 2.8311
H 0.3840 1.6363 5.1141
H -4.0915 1.7752 0.8968
H -2.2966 -3.1422 2.6977
H 3.4738 -4.2539 -2.5290
H -0.3391 3.0085 -2.2126
O -0.3276 2.5909 1.0807
H -1.9245 1.9509 -2.0761
H 4.6572 -2.9193 -2.7721
O 2.8228 -2.5860 -3.6314
N 0.4249 -0.5637 -1.9817
H 4.5678 -0.9803 1.5631
H -0.8581 -2.0766 0.6704
H -1.3719 1.8805 -6.8793
N -1.1974 3.4608 0.3791
O 0.5798 -1.7674 -1.6560
C 0.3283 3.6223 -1.6094
H -1.9185 -2.5505 4.3180
H -2.0953 0.4909 -5.9845
H -1.7019 6.0951 -0.3716
H -0.2650 -0.5725 6.9762
H 2.3388 -1.3512 4.5054
C -2.7725 -2.3870 -2.0306
H 3.4071 0.0769 -3.3473
H 2.3577 0.8260 -4.5280
H -0.1562 -6.0244 -2.0115
H 1.0511 2.9237 -1.1822
C 1.3856 -1.6651 4.9408
H -2.0069 -3.1583 -2.1474
H -0.3581 0.5370 -6.4950
C -2.2446 1.6230 -1.0892
C 0.9685 -4.8820 -0.5327
C -3.3715 3.7940 -0.7002
H -2.8154 -1.5419 3.2300
O -2.7447 -1.5135 -3.1677
H 1.2771 -2.1817 2.3366
H 1.2669 -5.6976 0.1317
H -3.8450 4.4231 0.0668
C 3.8262 -3.4788 -3.2085
C 0.9591 -2.9785 4.2926
C 0.3455 -0.5473 4.8954
```

These are the Mulliken partial charges, in e, on atoms 1 to 99: atom 1 (H): 0.264, atom 2 (C): -0.065, atom 3 (H): 0.530, atom 4 (H): 0.256, atom 5 (H): 0.355, atom 6 (O): -0.621, atom 7 (H): 0.345, atom 8 (H): 0.338, atom 9 (H): 0.435, atom 10 (H): 0.276, atom 11 (O): -0.666, atom 12 (C): 2.307, atom 13 (H): 0.321, atom 14 (H): 0.475, atom 15 (C): -2.329, atom 16 (H): 0.530, atom 17 (H): 0.454, atom 18 (O): -0.618, atom 19 (H): 0.327, atom 20 (H): 0.403, atom 21 (H): -0.087, atom 22 (H): 0.375, atom 23 (C): -1.937, atom 24 (C): -1.225, atom 25 (C): -1.259, atom 26 (H): 0.463, atom 27 (C): -1.913, atom 28 (H): 0.378, atom 29 (C): -2.072, atom 30 (H): 0.432, atom 31 (C): -0.703, atom 32 (C): -0.395, atom 33 (H): 0.077, atom 34 (H): 0.252, atom 35 (C): -1.756, atom 36 (C): -0.666, atom 37 (C): -1.384, atom 38 (H): 0.348, atom 39 (C): -0.418, atom 40 (H): 0.080, atom 41 (H): 0.389, atom 42 (C): 1.863, atom 43 (O): -0.472, atom 44 (H): -0.291, atom 45 (H): -0.007, atom 46 (N): 1.052, atom 47 (H): 0.432, atom 48 (H): 0.318, atom 49 (O): -0.526, atom 50 (C): 2.233, atom 51 (H): 0.411, atom 52 (H): 0.291, atom 53 (H): 0.557, atom 54 (O): -0.628, atom 55 (H): 0.022, atom 56 (H): 0.199, atom 57 (H): -0.060, atom 58 (H): 0.412, atom 59 (H): 0.234, atom 60 (H): 0.310, atom 61 (O): -0.076, atom 62 (H): 0.186, atom 63 (H): 0.209, atom 64 (H): 0.379, atom 65 (H): 0.415, atom 66 (H): 0.396, atom 67 (H): 0.134, atom 68 (H): 0.080, atom 69 (O): -0.586, atom 70 (H): 0.124, atom 71 (H): 0.237, atom 72 (O): -0.516, atom 73 (N): 0.399, atom 74 (H): 0.411, atom 75 (H): 0.010, atom 76 (H): 0.260, atom 77 (N): 0.091, atom 78 (O): -0.138, atom 79 (C): -0.894, atom 80 (H): 0.285, atom 81 (H): 0.255, atom 82 (H): 0.357, atom 83 (H): 0.468, atom 84 (H): 0.404, atom 85 (C): -0.023, atom 86 (H): 0.143, atom 87 (H): 0.099, atom 88 (H): 0.408, atom 89 (H): -0.007, atom 90 (C): -1.248, atom 91 (H): 0.003, atom 92 (H): 0.267, atom 93 (C): -1.221, atom 94 (C): 0.008, atom 95 (C): -1.477, atom 96 (H): 0.364, atom 97 (O): -0.602, atom 98 (H): -0.068, atom 99 (H): 0.445

2.
The following is a quantum chemistry calculation of a molecular structure, C25H67F3HfN5O12S in a non-equilibrium geometry, from the Open Molecules 2025 dataset.

- DFT total energy (eV) = -79296.899
- HOMO-LUMO gap (eV) = 1.73
- charge = +3
- lowest unoccupied orbital energy (eV) = -11.879

```
114
C25H67F3HfN5O12S, DFT the ωB97M-V functional and the def2-TZVPD basis
N -5.6148 10.9654 -0.8689
H -2.5514 11.8489 -0.3900
H -0.5733 5.8883 0.2298
H -0.3895 7.2219 6.6248
C -0.0209 7.2422 3.6024
H -3.3159 4.8146 -5.4016
H -1.3613 9.5563 -0.8650
H -0.0282 8.8279 5.1696
N 0.4145 6.9871 6.0529
C -5.5338 10.0298 0.3655
H -1.0694 3.4018 -6.7063
N -6.1754 9.7118 -3.4681
C 0.4800 6.0506 -0.0184
H -3.1435 11.6789 -5.4162
C -2.5114 3.2039 -4.2076
H -2.9714 3.6541 -3.3269
H -3.5162 6.9924 -5.6544
O -6.8682 8.5101 -0.9854
H -0.8356 6.5458 3.8178
H 0.2870 6.0069 5.8264
H -4.3753 7.1644 -7.1914
H -2.3741 8.2266 2.6240
C -8.4366 10.6375 -2.7573
O -4.8791 6.9938 -3.0935
O -4.7389 8.6402 -5.7337
C -7.5312 10.2305 -3.9109
H 1.8697 4.6857 -0.1124
O -3.8371 9.0547 -2.1422
C -8.5869 12.1232 -0.9172
H -5.1569 3.3118 -4.7662
C -4.1595 9.5702 -6.6426
O -7.8363 11.7367 -2.0717
C -2.3680 4.2605 -5.3325
H -3.6593 11.9126 -7.8681
H -6.4620 8.1853 1.0595
N -1.2469 5.1900 -5.0124
F -4.4821 6.3754 -0.4398
H 2.1187 8.9476 3.8987
H -1.5083 2.8333 -3.9892
S -3.6958 7.6225 -2.5870
H -5.2306 6.6055 -5.7030
H 2.5386 7.4115 4.6396
H -4.4742 9.2469 -7.6389
H -7.5730 8.9372 -5.6208
C -5.6753 10.9304 1.6133
C 0.4970 7.9053 4.9020
H -5.4283 11.8246 -0.3294
F -2.6293 5.6918 -1.2332
H -8.7154 7.5196 -0.9692
O -2.1283 10.4466 -3.5979
C -4.7029 11.8744 -7.5458
C -1.3678 10.5991 -1.1919
H -1.6573 10.1068 -4.3779
H 0.1879 6.3463 -2.1807
H -8.0792 12.9130 -0.3661
H -8.1862 8.1655 -4.1556
H -4.3423 12.6211 -5.3678
H -2.1308 4.4984 -7.5221
H -9.5628 12.4987 -1.2251
H -6.3628 8.9468 -2.8118
H -6.5806 11.5342 1.5231
H -4.9066 2.5363 -3.2251
O -2.7195 11.1141 -1.0109
H -5.9043 9.2460 -4.3471
C -4.7804 10.9255 -6.3347
H -7.6262 9.4402 0.5681
H -4.5059 9.6747 0.4093
C -4.7354 2.4131 -4.3035
H -6.6253 11.1275 -1.0346
H -3.0703 9.4657 -6.5527
H -9.1855 9.3908 -5.0185
H 0.8816 6.7380 3.2459
C -4.4699 7.2625 -6.1105
C -6.6513 8.9840 0.3402
C -8.1796 9.0935 -4.7282
C 0.8779 6.6257 -1.3720
H -8.6192 9.7884 -2.0932
H 0.7900 6.7459 0.7726
H -5.8551 10.8210 -6.1820
C -1.5498 8.9096 2.8439
H -9.3982 10.9750 -3.1495
H -7.3183 11.1008 -4.5365
F -2.6981 7.5804 -0.1487
H -7.4299 6.6166 -0.1850
H -1.6390 5.8604 -4.3564
H -8.7429 11.3127 -0.1986
C -2.1129 3.7232 -6.7578
H -5.7657 10.2999 2.4968
H -5.2717 1.5130 -4.5920
Hf -4.2770 11.1200 -2.8199
H -1.4935 9.7217 2.1118
C -0.9756 10.5533 -2.6660
O -0.3251 8.2243 2.6352
H 2.5354 6.6799 -2.3434
O -2.5424 7.5467 -3.4638
C -3.3332 6.7622 -0.9722
H -1.6631 9.4083 3.8073
O -3.3905 2.1678 -4.6299
H 2.4054 8.9855 5.5355
H -0.5870 4.5600 -4.5648
O 2.1271 6.0435 -1.7471
H -7.4631 6.7269 -1.9036
H 0.9117 7.7178 -1.2608
H -4.7756 11.5414 1.7017
H -5.3553 11.4412 -8.3032
H -2.8389 2.9528 -7.0125
H -0.5950 11.0612 -0.5789
H -0.3685 9.6585 -2.7959
H -5.0756 12.8866 -7.3780
C 1.9607 8.3245 4.7956
N -4.1378 11.6331 -5.1585
H -0.4443 11.4496 -2.9857
O 0.9343 4.7174 0.1308
C -7.6420 7.3076 -0.9991
```

These are the Mulliken partial charges, in e, on atoms 1 to 99: atom 1 (N): -0.337, atom 2 (H): 0.344, atom 3 (H): 0.043, atom 4 (H): 0.245, atom 5 (C): -0.778, atom 6 (H): -0.629, atom 7 (H): -0.251, atom 8 (H): 0.271, atom 9 (N): -0.687, atom 10 (C): 0.775, atom 11 (H): 0.355, atom 12 (N): 2.035, atom 13 (C): 0.058, atom 14 (H): 0.401, atom 15 (C): -0.593, atom 16 (H): 0.176, atom 17 (H): 0.369, atom 18 (O): 0.236, atom 19 (H): 0.326, atom 20 (H): 0.241, atom 21 (H): 0.532, atom 22 (H): 0.262, atom 23 (C): -0.543, atom 24 (O): -0.544, atom 25 (O): -0.234, atom 26 (C): -0.180, atom 27 (H): 0.355, atom 28 (O): -0.435, atom 29 (C): -0.923, atom 30 (H): 0.167, atom 31 (C): -0.770, atom 32 (O): -0.554, atom 33 (C): 1.430, atom 34 (H): 0.415, atom 35 (H): 0.721, atom 36 (N): -0.549, atom 37 (F): -0.202, atom 38 (H): 0.251, atom 39 (H): 0.457, atom 40 (S): 2.259, atom 41 (H): 0.337, atom 42 (H): 0.342, atom 43 (H): 0.618, atom 44 (H): 0.282, atom 45 (C): -1.444, atom 46 (C): 0.631, atom 47 (H): 0.603, atom 48 (F): -0.130, atom 49 (H): 0.329, atom 50 (O): -0.347, atom 51 (C): -1.694, atom 52 (C): -0.015, atom 53 (H): 0.257, atom 54 (H): -0.085, atom 55 (H): 0.346, atom 56 (H): 0.253, atom 57 (H): 0.429, atom 58 (H): 0.370, atom 59 (H): 0.394, atom 60 (H): -0.419, atom 61 (H): 0.356, atom 62 (H): 0.266, atom 63 (O): -0.461, atom 64 (H): -0.197, atom 65 (C): 0.312, atom 66 (H): 0.296, atom 67 (H): -0.179, atom 68 (C): -0.566, atom 69 (H): 0.114, atom 70 (H): 0.241, atom 71 (H): 0.534, atom 72 (H): 0.326, atom 73 (C): -1.155, atom 74 (C): -1.461, atom 75 (C): -1.126, atom 76 (C): 0.433, atom 77 (H): -0.004, atom 78 (H): -0.100, atom 79 (H): -0.268, atom 80 (C): -0.548, atom 81 (H): 0.704, atom 82 (H): 0.445, atom 83 (F): -0.115, atom 84 (H): 0.480, atom 85 (H): 0.033, atom 86 (H): 0.309, atom 87 (C): -1.524, atom 88 (H): 0.464, atom 89 (H): 0.315, atom 90 (Hf): 1.021, atom 91 (H): -0.024, atom 92 (C): -0.857, atom 93 (O): -0.267, atom 94 (H): 0.301, atom 95 (O): -0.687, atom 96 (C): -0.194, atom 97 (H): 0.400, atom 98 (O): -0.439, atom 99 (H): 0.344